No. 1
{"formula": "C7H12O", "method": "ωB97M-V with the def2-TZVPD basis set", "orbital_gap_ev": [7.0, 7.0], "homo_ev": [-7.2, -7.2], "e_above_lowest_kcal_mol": 135.2, "elements": ["C", "C", "C", "C", "C", "O", "H", "H", "H", "H", "H", "H", "H", "H", "C", "C", "H", "H", "H", "H"], "positions_angstrom": [[0.38, 0.82, -2.02], [-0.70, 0.82, 1.88], [-0.74, 0.65, -1.03], [0.16, 0.31, 0.75], [1.49, 0.48, 0.77], [-1.71, 1.35, -0.84], [1.06, -0.03, -2.00], [-0.06, 0.90, -3.02], [0.92, 1.73, -1.79], [-1.64, 1.23, 1.50], [-0.93, 0.01, 2.57], [-0.19, 1.61, 2.43], [2.15, 0.09, 0.01], [1.97, 1.01, 1.58], [-0.59, -1.20, 0.08], [0.13, -2.33, -0.09], [1.09, -2.34, -0.59], [-1.55, -1.23, 0.59], [-0.98, -0.63, -1.09], [-0.25, -3.26, 0.30]]}

=====

No. 2
{"formula": "C52H48N4O3P2SSnTe", "method": "ωB97M-V with the def2-TZVPD basis set", "orbital_gap_ev": 5.3, "homo_ev": -6.3, "e_above_lowest_kcal_mol": 2.4, "elements": ["Sn", "O", "C", "O", "C", "C", "C", "N", "C", "C", "C", "C", "C", "C", "C", "N", "C", "C", "C", "C", "C", "N", "H", "H", "H", "H", "H", "H", "H", "H", "H", "H", "Te", "C", "C", "C", "N", "C", "C", "C", "P", "C", "C", "C", "C", "C", "C", "C", "C", "C", "C", "C", "C", "P", "C", "C", "C", "C", "C", "C", "C", "C", "C", "C", "C", "C", "H", "H", "H", "H", "H", "H", "H", "H", "H", "H", "H", "H", "H", "H", "H", "H", "H", "H", "H", "H", "H", "H", "H", "H", "C", "C", "C", "S", "O", "C", "C", "C", "H", "H", "H", "H", "H", "H", "H", "H", "H", "H", "H", "H", "H", "H"], "positions_angstrom": [[0.22, 0.52, -0.64], [-0.17, 5.46, -3.39], [-0.47, 6.24, -2.44], [-0.57, 7.44, -2.39], [-0.68, 5.29, -1.24], [-1.75, 4.40, -1.33], [-1.64, 3.12, -0.83], [-0.53, 2.71, -0.19], [0.45, 3.59, 0.04], [0.39, 4.89, -0.44], [1.67, 3.07, 0.67], [2.59, 3.87, 1.35], [3.74, 3.29, 1.85], [3.95, 1.93, 1.65], [2.99, 1.21, 0.97], [1.88, 1.76, 0.50], [-2.66, 2.11, -1.13], [-3.94, 2.45, -1.55], [-4.83, 1.45, -1.89], [-4.41, 0.13, -1.81], [-3.11, -0.12, -1.41], [-2.27, 0.84, -1.08], [-2.61, 4.70, -1.91], [1.22, 5.57, -0.30], [2.39, 4.92, 1.50], [4.45, 3.88, 2.40], [4.84, 1.45, 2.02], [3.09, 0.14, 0.79], [-4.25, 3.49, -1.60], [-5.83, 1.69, -2.22], [-5.07, -0.68, -2.06], [-2.72, -1.13, -1.35], [1.50, -2.72, 3.54], [0.01, -4.27, 3.70], [-1.01, -4.19, 4.63], [-2.00, -5.16, 4.62], [-2.02, -6.17, 3.77], [-1.03, -6.25, 2.90], [0.01, -5.34, 2.82], [0.41, -2.00, 1.82], [1.27, -2.04, 0.24], [2.48, -3.40, 0.32], [2.20, -4.71, -0.05], [3.19, -5.67, 0.03], [4.47, -5.34, 0.45], [4.75, -4.03, 0.81], [3.76, -3.07, 0.74], [-0.05, -2.79, -0.79], [-1.00, -3.64, -0.26], [-2.03, -4.12, -1.05], [-2.12, -3.75, -2.38], [-1.16, -2.91, -2.93], [-0.13, -2.43, -2.14], [-0.26, -0.34, 1.93], [-2.08, -0.55, 1.92], [-2.82, 0.62, 1.81], [-4.20, 0.57, 1.73], [-4.84, -0.66, 1.78], [-4.11, -1.82, 1.92], [-2.73, -1.77, 1.99], [-0.05, 0.23, 3.64], [0.99, 1.10, 3.96], [1.26, 1.41, 5.28], [0.49, 0.86, 6.29], [-0.55, 0.01, 5.98], [-0.82, -0.31, 4.66], [-1.05, -3.38, 5.35], [-2.82, -5.13, 5.33], [-1.07, -7.10, 2.22], [0.80, -5.45, 2.09], [1.21, -4.97, -0.39], [2.96, -6.69, -0.24], [5.24, -6.09, 0.49], [5.74, -3.76, 1.15], [3.99, -2.04, 1.02], [-0.93, -3.93, 0.78], [-2.77, -4.79, -0.62], [-2.93, -4.12, -2.99], [-1.21, -2.64, -3.97], [0.65, -1.80, -2.57], [-2.30, 1.56, 1.78], [-4.77, 1.48, 1.64], [-5.92, -0.71, 1.71], [-4.61, -2.78, 1.99], [-2.15, -2.67, 2.11], [1.59, 1.53, 3.17], [2.09, 2.07, 5.52], [0.72, 1.10, 7.32], [-1.14, -0.43, 6.77], [-1.64, -0.98, 4.41], [3.89, 2.60, -2.63], [3.18, 3.93, -2.88], [2.03, 3.78, -3.86], [0.51, 3.26, -2.99], [0.89, 1.86, -2.50], [-0.52, 2.88, -4.48], [-0.39, 1.44, -4.96], [0.54, 1.24, -6.14], [4.72, 2.72, -1.94], [4.28, 2.21, -3.57], [3.19, 1.87, -2.23], [3.90, 4.66, -3.28], [2.80, 4.33, -1.94], [2.26, 3.04, -4.62], [1.75, 4.73, -4.31], [-0.23, 3.62, -5.22], [-1.53, 3.10, -4.14], [-1.38, 1.06, -5.22], [-0.03, 0.84, -4.11], [0.14, 1.71, -7.04], [0.66, 0.17, -6.33], [1.52, 1.66, -5.95]]}

=====

No. 3
{"formula": "C32H56AsBrF6N6ORhS3Si", "method": "ωB97M-V with the def2-TZVPD basis set", "charge": 2, "spin_multiplicity": 6, "orbital_gap_ev": [6.2, 4.8], "homo_ev": [-12.4, -13.4], "e_above_lowest_kcal_mol": 18.2, "elements": ["Rh", "S", "C", "N", "N", "C", "C", "C", "C", "C", "C", "N", "N", "C", "C", "C", "C", "C", "C", "H", "H", "H", "H", "H", "H", "H", "H", "H", "H", "H", "F", "As", "F", "F", "F", "F", "F", "C", "S", "C", "O", "H", "H", "H", "H", "H", "H", "C", "C", "N", "C", "S", "N", "C", "C", "H", "H", "H", "H", "H", "H", "H", "H", "H", "H", "H", "H", "C", "C", "C", "C", "Si", "Br", "C", "C", "C", "C", "C", "C", "C", "C", "H", "H", "H", "H", "H", "H", "H", "H", "H", "H", "H", "H", "H", "H", "H", "H", "H", "H", "H", "H", "H", "H", "H", "H", "H", "H", "H"], "positions_angstrom": [[0.37, -0.28, 0.99], [1.95, 0.09, 2.53], [3.33, -0.05, 1.41], [4.50, 0.17, 1.99], [5.64, -0.10, 1.36], [6.03, -1.23, 0.67], [5.23, -2.37, 0.57], [5.68, -3.44, -0.19], [6.91, -3.38, -0.84], [7.72, -2.25, -0.70], [7.29, -1.18, 0.06], [3.14, -0.25, 0.13], [1.89, -0.42, -0.30], [1.81, -0.75, -1.68], [2.99, -0.84, -2.45], [2.92, -1.17, -3.79], [1.69, -1.43, -4.40], [0.53, -1.31, -3.65], [0.57, -0.97, -2.31], [6.36, 0.58, 1.56], [4.29, -2.44, 1.10], [5.06, -4.32, -0.28], [7.25, -4.21, -1.44], [8.69, -2.21, -1.18], [7.91, -0.29, 0.15], [3.94, -0.64, -1.99], [3.83, -1.24, -4.37], [1.65, -1.70, -5.45], [-0.43, -1.48, -4.12], [-0.34, -0.90, -1.76], [-1.17, -0.27, 2.50], [-1.61, 1.27, 3.52], [-2.65, 0.26, 4.42], [-0.33, 0.70, 4.52], [-1.97, 2.66, 4.39], [-0.45, 2.08, 2.56], [-2.83, 1.47, 2.37], [-1.45, -4.33, -0.40], [-1.82, -2.90, 0.59], [-3.30, -2.38, -0.25], [-0.77, -1.89, 0.12], [-2.27, -5.05, -0.32], [-0.53, -4.77, -0.02], [-1.30, -4.00, -1.43], [-4.09, -3.12, -0.08], [-3.07, -2.28, -1.31], [-3.59, -1.41, 0.17], [-1.99, -3.34, 7.24], [-2.44, -2.78, 5.89], [-1.31, -2.42, 5.01], [-0.69, -3.27, 4.25], [0.61, -2.76, 3.18], [-1.01, -4.55, 4.27], [-0.33, -5.62, 3.52], [0.83, -6.23, 4.31], [-2.87, -3.57, 7.84], [-1.39, -2.60, 7.77], [-1.40, -4.25, 7.14], [-3.01, -1.87, 6.04], [-3.09, -3.48, 5.36], [-1.00, -1.46, 5.02], [-1.64, -4.85, 5.01], [0.04, -5.19, 2.59], [-1.07, -6.38, 3.29], [1.59, -5.48, 4.53], [1.30, -7.02, 3.71], [0.49, -6.67, 5.24], [-4.26, 2.46, -2.17], [-2.97, 2.52, -3.00], [-3.21, 3.40, -4.25], [-2.68, 1.08, -3.48], [-1.53, 3.27, -1.99], [-1.04, 1.40, -0.55], [0.12, 3.49, -2.91], [0.31, 2.36, -3.93], [0.10, 4.84, -3.66], [1.33, 3.44, -1.96], [-2.00, 4.72, -0.85], [-2.70, 5.78, -1.72], [-0.75, 5.31, -0.18], [-2.94, 4.25, 0.27], [-5.03, 1.92, -2.75], [-4.66, 3.45, -1.96], [-4.12, 1.93, -1.22], [-4.06, 3.00, -4.81], [-2.34, 3.41, -4.92], [-3.44, 4.44, -3.98], [-3.53, 0.74, -4.08], [-2.56, 0.39, -2.64], [-1.79, 1.01, -4.11], [-0.44, 2.38, -4.73], [0.30, 1.37, -3.45], [1.30, 2.47, -4.41], [-0.79, 4.95, -4.29], [0.98, 4.90, -4.31], [0.14, 5.69, -2.97], [1.44, 2.44, -1.52], [1.27, 4.17, -1.15], [2.24, 3.66, -2.53], [-2.06, 6.15, -2.53], [-2.94, 6.64, -1.08], [-3.64, 5.42, -2.14], [-0.06, 5.77, -0.89], [-0.22, 4.56, 0.42], [-1.08, 6.10, 0.51], [-3.86, 3.80, -0.08], [-3.21, 5.12, 0.88], [-2.44, 3.54, 0.93]]}

=====

No. 4
{"formula": "C4H5N3", "method": "ωB97M-V with the def2-TZVPD basis set", "orbital_gap_ev": 8.9, "homo_ev": -8.4, "e_above_lowest_kcal_mol": 106.7, "elements": ["N", "C", "C", "C", "N", "C", "N", "H", "H", "H", "H", "H"], "positions_angstrom": [[2.33, -1.28, 0.87], [1.86, -0.45, 0.20], [1.37, 0.52, -0.77], [-1.21, -1.33, -0.09], [-1.43, -0.15, 0.36], [-1.45, 1.03, 0.66], [0.85, 1.65, -0.49], [1.52, 0.25, -1.83], [-1.53, -1.58, -1.10], [-0.75, -2.07, 0.55], [-2.26, 1.59, 1.12], [0.71, 1.81, 0.51]]}

=====

No. 5
{"formula": "C10H40CsF2NO14S2", "method": "ωB97M-V with the def2-TZVPD basis set", "orbital_gap_ev": 7.5, "homo_ev": -9.1, "e_above_lowest_kcal_mol": 2.9, "elements": ["Cs", "N", "S", "O", "O", "F", "S", "O", "O", "F", "C", "O", "H", "H", "H", "H", "C", "O", "H", "H", "H", "H", "C", "O", "H", "H", "H", "H", "C", "O", "H", "H", "H", "H", "C", "O", "H", "H", "H", "H", "C", "O", "H", "H", "H", "H", "C", "O", "H", "H", "H", "H", "C", "O", "H", "H", "H", "H", "C", "O", "H", "H", "H", "H", "C", "O", "H", "H", "H", "H"], "positions_angstrom": [[-3.01, 5.73, -0.10], [0.28, 1.72, -0.35], [0.04, 0.81, 0.86], [0.03, -0.59, 0.60], [-0.73, 1.32, 1.97], [1.53, 1.00, 1.47], [-1.39, 1.75, -0.77], [-1.99, 3.03, -0.52], [-2.26, 0.61, -0.70], [-1.05, 1.77, -2.33], [2.40, 3.85, 1.13], [1.82, 3.92, -0.17], [3.14, 3.06, 1.24], [2.89, 4.79, 1.38], [1.62, 3.65, 1.87], [1.26, 3.12, -0.30], [-0.11, -1.46, 4.52], [1.22, -1.11, 4.75], [-0.52, -1.22, 3.54], [-0.23, -2.53, 4.75], [-0.77, -0.97, 5.24], [1.78, -1.64, 4.17], [-0.46, -0.56, -4.42], [0.91, -0.83, -4.25], [-0.67, 0.35, -4.98], [-0.92, -1.40, -4.95], [-1.01, -0.54, -3.48], [1.21, -0.38, -3.43], [1.20, -2.85, -1.80], [2.26, -2.91, -2.73], [0.65, -1.91, -1.77], [0.49, -3.61, -2.14], [1.51, -3.14, -0.80], [1.91, -2.53, -3.55], [2.19, 2.73, 4.60], [3.01, 3.86, 4.34], [2.27, 2.42, 5.64], [1.12, 2.90, 4.44], [2.50, 1.88, 3.99], [3.10, 4.44, 5.09], [-3.00, -2.40, -2.25], [-2.42, -3.44, -3.03], [-2.34, -2.01, -1.48], [-3.25, -1.57, -2.92], [-3.99, -2.70, -1.88], [-2.10, -4.07, -2.37], [-3.04, -2.07, 1.88], [-3.61, -3.29, 1.42], [-3.63, -1.19, 1.60], [-2.86, -2.09, 2.95], [-2.05, -1.90, 1.45], [-4.39, -3.10, 0.90], [-3.98, 1.99, -3.67], [-4.97, 2.15, -4.69], [-4.25, 1.17, -3.00], [-3.06, 1.66, -4.16], [-3.83, 2.90, -3.10], [-4.93, 1.30, -5.13], [2.84, -1.86, 2.02], [3.26, -2.50, 3.24], [2.31, -0.97, 2.34], [3.71, -1.68, 1.39], [2.10, -2.50, 1.54], [3.70, -3.31, 2.98], [3.10, 0.35, -1.27], [2.03, 0.72, -2.16], [2.72, -0.40, -0.58], [3.93, -0.09, -1.81], [3.42, 1.26, -0.75], [1.36, 1.12, -1.55]]}

=====

No. 6
{"formula": "C2H5BO", "method": "ωB97M-V with the def2-TZVPD basis set", "orbital_gap_ev": [8.9, 8.9], "homo_ev": [-9.6, -9.6], "e_above_lowest_kcal_mol": 77.0, "elements": ["B", "C", "C", "O", "H", "H", "H", "H", "H"], "positions_angstrom": [[-1.40, -1.32, -0.01], [-0.14, -0.43, 0.67], [0.51, 0.47, -0.35], [-0.60, -2.05, -0.64], [0.44, -1.16, 1.35], [-2.56, -1.10, 0.00], [-0.02, 0.58, -1.33], [0.59, 1.45, 0.12], [1.57, 0.25, -0.70]]}

=====

No. 7
{"formula": "C4H11N3", "method": "ωB97M-V with the def2-TZVPD basis set", "smiles": "CCN/N=C\\NC", "orbital_gap_ev": 9.5, "homo_ev": -8.5, "e_above_lowest_kcal_mol": 78.0, "elements": ["C", "C", "C", "C", "H", "H", "H", "H", "H", "H", "H", "H", "H", "H", "H", "N", "N", "N"], "positions_angstrom": [[2.88, -0.82, -0.02], [1.71, 0.05, -0.49], [-1.12, 0.87, -0.21], [-2.90, -0.80, -0.07], [3.34, -0.48, 0.99], [3.66, -0.82, -0.95], [2.66, -1.91, 0.13], [1.84, 1.13, -1.00], [1.11, -0.50, -1.16], [1.33, 0.72, 1.35], [-1.81, 1.59, -0.55], [-0.87, -0.83, 0.67], [-2.96, -1.83, -0.36], [-3.25, -0.13, -0.84], [-3.55, -0.81, 0.85], [0.79, 0.25, 0.65], [0.04, 1.33, 0.08], [-1.54, -0.42, 0.08]]}

=====

No. 8
{"formula": "H24HeO12", "method": "ωB97M-V with the def2-TZVPD basis set", "orbital_gap_ev": 9.1, "homo_ev": -9.7, "e_above_lowest_kcal_mol": 28.0, "elements": ["He", "O", "H", "H", "O", "H", "H", "O", "H", "H", "O", "H", "H", "O", "H", "H", "O", "H", "H", "O", "H", "H", "O", "H", "H", "O", "H", "H", "O", "H", "H", "O", "H", "H", "O", "H", "H"], "positions_angstrom": [[0.35, -0.62, -0.38], [4.32, 0.28, -1.38], [3.67, 0.69, -1.95], [4.88, -0.23, -1.98], [0.77, -1.23, 3.18], [1.52, -0.77, 2.81], [0.01, -0.70, 2.93], [-0.04, 2.35, -2.02], [-0.19, 3.29, -2.00], [-0.73, 1.99, -1.46], [-3.16, -0.02, -1.87], [-2.48, -0.30, -2.48], [-3.79, 0.46, -2.42], [2.52, -0.03, 0.80], [3.12, 0.20, 0.09], [2.02, -0.77, 0.46], [1.74, -2.88, 0.46], [0.85, -3.14, 0.21], [1.80, -3.09, 1.39], [1.29, -0.45, -3.97], [1.55, 0.37, -3.54], [0.40, -0.61, -3.67], [-0.86, -3.42, 0.07], [-1.46, -3.97, -0.44], [-1.43, -2.89, 0.62], [-1.91, 0.31, 2.98], [-2.42, -0.22, 3.60], [-2.42, 0.29, 2.17], [-0.89, 2.46, 1.18], [-1.61, 2.53, 0.55], [-1.31, 2.16, 1.99], [1.95, 2.64, 0.72], [1.02, 2.80, 0.88], [2.02, 1.69, 0.64], [-3.63, 0.01, 0.89], [-4.24, 0.75, 0.93], [-3.23, 0.08, 0.02]]}

=====

No. 9
{"formula": "C27H18BBrCl4F13INO7P", "method": "ωB97M-V with the def2-TZVPD basis set", "smiles": "O=C1C(CCC(F)(F)C(F)(F)C(F)(F)C(F)(F)C(F)(F)C(F)(F)F)=C(P(O)I)C(=O)c2c(CCCBr)c(OB(O)O)c(-c3ccncc3)c(O)c21.ClC(Cl)(Cl)Cl", "orbital_gap_ev": 6.8, "homo_ev": -9.2, "elements": ["O", "C", "C", "C", "C", "C", "F", "F", "C", "F", "F", "C", "F", "F", "C", "F", "F", "C", "F", "F", "C", "F", "F", "F", "C", "P", "O", "I", "C", "O", "C", "C", "C", "C", "C", "Br", "C", "O", "B", "O", "O", "C", "C", "C", "C", "N", "C", "C", "C", "O", "C", "H", "H", "H", "H", "H", "H", "H", "H", "H", "H", "H", "H", "H", "H", "H", "H", "H", "H", "C", "Cl", "Cl", "Cl", "Cl"], "positions_angstrom": [[-0.14, 1.97, 0.41], [0.48, 0.79, 0.39], [-0.28, -0.69, 0.53], [-1.61, -0.79, 1.54], [-2.78, 0.30, 1.20], [-4.26, -0.39, 0.88], [-4.55, -1.58, 1.72], [-4.22, -0.70, -0.60], [-5.38, 0.76, 1.26], [-5.35, 0.86, 2.77], [-4.85, 2.05, 0.77], [-6.91, 0.41, 0.80], [-7.03, -0.98, 0.23], [-7.72, 0.35, 2.08], [-7.62, 1.53, -0.17], [-7.68, 2.83, 0.55], [-6.77, 1.58, -1.42], [-9.15, 1.17, -0.64], [-10.11, 0.98, 0.50], [-9.25, -0.08, -1.47], [-9.84, 2.36, -1.59], [-10.16, 3.60, -0.83], [-11.18, 1.78, -1.99], [-9.12, 2.59, -2.86], [0.23, -1.91, -0.21], [-0.54, -3.66, -0.07], [-0.64, -4.10, 1.65], [0.94, -5.40, -1.03], [1.55, -1.70, -1.22], [1.68, -2.28, -2.42], [2.71, -0.66, -0.61], [4.32, -0.89, -0.80], [4.90, -2.25, -1.58], [5.45, -1.77, -3.05], [7.08, -1.73, -3.03], [7.81, -2.16, -4.87], [5.34, 0.24, -0.17], [6.80, 0.03, -0.30], [7.32, -0.77, 0.86], [8.39, -1.79, 0.64], [6.86, -0.59, 2.26], [4.83, 1.61, 0.62], [5.99, 2.62, 1.18], [6.92, 3.63, 0.24], [8.07, 4.65, 0.77], [8.40, 4.71, 2.22], [7.63, 3.80, 3.11], [6.43, 2.75, 2.79], [3.20, 1.80, 0.81], [2.69, 3.00, 1.52], [2.14, 0.68, 0.21], [-2.01, -1.88, 1.66], [-1.18, -0.48, 2.61], [-2.88, 1.04, 2.13], [-2.55, 0.98, 0.25], [0.11, -3.54, 2.06], [5.75, -2.72, -0.88], [4.04, -3.04, -1.60], [4.98, -2.44, -3.89], [5.07, -0.66, -3.21], [7.55, -2.38, -2.18], [7.39, -0.61, -2.81], [8.04, -2.71, 0.81], [6.25, -1.34, 2.51], [6.72, 3.61, -0.93], [8.69, 5.35, 0.03], [7.94, 3.84, 4.26], [5.90, 2.10, 3.63], [3.09, 3.84, 1.11], [-10.78, -3.51, -1.83], [-11.64, -2.20, -2.68], [-11.87, -4.25, -0.62], [-10.28, -4.75, -3.01], [-9.35, -2.84, -1.01]]}

=====

No. 10
{"formula": "C4H9ISi", "method": "ωB97M-V with the def2-TZVPD basis set", "orbital_gap_ev": [8.8, 7.3], "homo_ev": [-8.9, -7.9], "e_above_lowest_kcal_mol": 103.8, "elements": ["C", "C", "C", "C", "Si", "I", "H", "H", "H", "H", "H", "H", "H", "H", "H"], "positions_angstrom": [[0.73, -0.81, 1.04], [0.68, 0.67, 0.84], [-1.21, 0.92, -1.88], [0.89, -1.64, -0.20], [-1.06, 1.09, -0.03], [0.80, -3.68, -0.26], [1.58, -1.21, 1.70], [-0.27, -0.98, 1.69], [0.76, 1.17, 1.87], [1.52, 0.97, 0.23], [-0.69, 1.55, -2.54], [-1.94, 0.33, -2.37], [1.50, -1.25, -1.02], [-1.96, 0.37, 0.78], [-1.34, 2.49, 0.16]]}

=====

Per-record total energy, eV: -9494.9559 -109342.0408 -235645.7606 -8695.1869 -68821.4925 -4876.5984 -8794.2386 -25038.9503 -217613.8808 -20267.8829
Per-record max |F|, eV/A: 3.573 1.970 0.748 1.062 8.130 4.243 2.888 0.982 8.348 3.334